Record 1
The following is a DFT calculation (ωB97M-V/def2-TZVPD) of a structure of composition C38H52IrN5O3STe.

⟨S²⟩: 0.757
Kohn-Sham gap (spin up / spin down), Eh: 0.2795 / 0.2399
Multiplicity: 2
LUMO (spin up / spin down), Eh: -0.088 / -0.142
Highest occupied orbital energy (spin up / spin down), hartree: -0.3673 / -0.3819
Total charge: +1

Geometry as XYZ:
```
101
C38H52IrN5O3STe (ωB97M-V/def2-TZVPD)
Ir 1.471 1.032 -1.282
C 1.518 4.815 3.638
C 0.598 3.605 3.659
N 1.194 2.441 2.986
C 1.872 1.493 3.869
C 0.890 0.546 4.542
C 1.157 2.333 1.657
S 1.919 0.932 0.949
N 0.557 3.354 1.033
C 0.057 3.374 -0.186
O 0.080 2.473 -1.086
C -0.677 4.611 -0.572
C -0.991 5.577 0.381
C -1.676 6.722 0.010
C -2.048 6.910 -1.315
C -1.732 5.953 -2.269
C -1.050 4.805 -1.900
H 1.063 5.640 4.187
H 1.698 5.136 2.614
H 2.476 4.587 4.109
H -0.355 3.833 3.188
H 0.398 3.296 4.685
H 2.424 2.077 4.607
H 2.602 0.930 3.295
H 0.198 1.074 5.200
H 1.430 -0.184 5.145
H 0.307 0.009 3.792
H -0.691 5.421 1.408
H -1.920 7.470 0.753
H -2.581 7.806 -1.604
H -2.014 6.104 -3.302
H -0.789 4.057 -2.637
C 1.946 -2.328 -2.414
N 3.144 -1.763 -3.012
C 3.760 -2.596 -4.038
C 4.792 -1.813 -4.816
C 5.755 -1.179 -3.837
N 5.016 -0.385 -2.863
C 5.740 0.717 -2.248
C 3.768 -0.703 -2.471
O 3.226 0.016 -1.578
H 1.145 -2.366 -3.153
H 1.611 -1.734 -1.573
H 2.155 -3.344 -2.072
H 2.962 -2.954 -4.691
H 4.215 -3.475 -3.567
H 4.303 -1.034 -5.405
H 5.323 -2.472 -5.502
H 6.442 -0.506 -4.350
H 6.359 -1.939 -3.329
H 6.100 1.395 -3.023
H 6.598 0.334 -1.691
H 5.092 1.257 -1.570
C -1.201 0.285 -4.070
C -0.126 0.446 -3.047
O 0.955 1.104 -3.323
N -0.145 -0.003 -1.817
Te -2.179 -0.761 -0.739
C -3.199 -0.718 1.143
C -3.007 0.376 1.986
C -2.085 1.512 1.638
C -3.704 0.412 3.190
C -4.576 -0.601 3.560
C -5.333 -0.542 4.858
C -4.752 -1.672 2.690
C -4.080 -1.754 1.477
C -4.314 -2.946 0.587
C -1.208 -2.614 -0.463
C -1.337 -3.587 -1.460
C -2.120 -3.419 -2.737
C -0.709 -4.817 -1.274
C 0.034 -5.101 -0.141
C 0.718 -6.427 0.034
C 0.144 -4.113 0.832
C -0.466 -2.874 0.702
C -0.313 -1.891 1.828
H -0.788 0.481 -5.057
H -1.997 1.007 -3.875
H -1.631 -0.714 -4.043
H -1.174 1.159 1.151
H -1.795 2.060 2.534
H -2.564 2.222 0.958
H -3.558 1.257 3.855
H -4.964 0.259 5.496
H -5.249 -1.482 5.404
H -6.394 -0.364 4.675
H -5.435 -2.469 2.963
H -5.178 -3.512 0.930
H -3.451 -3.615 0.582
H -4.502 -2.645 -0.447
H -2.716 -2.510 -2.769
H -2.801 -4.260 -2.870
H -1.447 -3.409 -3.599
H -0.818 -5.576 -2.042
H 0.366 -7.155 -0.695
H 0.543 -6.830 1.032
H 1.799 -6.323 -0.088
H 0.719 -4.316 1.729
H 0.576 -2.130 2.411
H -1.177 -1.921 2.495
H -0.202 -0.870 1.465
```


Record 2
The following is a DFT calculation (ωB97M-V/def2-TZVPD) of a structure of composition C38H53BN9O2Tb in a non-equilibrium geometry.

⟨S²⟩: 12.672
Kohn-Sham gap (spin up / spin down), Eh: 0.2570 / 0.2578
Multiplicity: 7
LUMO (spin up / spin down), Eh: -0.009 / -0.009
Highest occupied orbital energy (spin up / spin down), hartree: -0.2662 / -0.2664

Geometry as XYZ:
```
104
C38H53BN9O2Tb (ωB97M-V/def2-TZVPD)
Tb -0.113 -0.458 0.507
O -1.902 -1.146 1.547
C -2.526 -1.591 2.652
C -3.891 -1.947 2.562
C -4.500 -2.514 3.687
C -3.832 -2.656 4.861
C -2.470 -2.366 4.944
C -1.776 -1.833 3.835
C -0.365 -1.644 3.790
N 0.383 -1.134 2.782
N 1.684 -1.243 3.026
C 2.576 -0.915 2.077
O 2.169 -0.699 0.859
C 3.996 -0.878 2.403
C 4.954 -0.710 1.397
C 6.274 -0.567 1.690
C 6.711 -0.413 2.992
C 5.806 -0.635 4.074
C 4.461 -0.878 3.776
H -4.383 -1.723 1.642
H -5.547 -2.739 3.496
H -4.315 -3.084 5.745
H -1.984 -2.611 5.897
H 0.193 -1.768 4.771
H 4.643 -0.765 0.354
H 6.999 -0.735 0.854
H 7.782 -0.153 3.181
H 6.230 -0.648 5.064
H 3.749 -1.102 4.634
C -3.576 -1.747 -1.115
C -3.478 -0.297 -0.838
C -4.228 0.630 -0.113
C -3.516 1.893 -0.052
N -2.301 1.669 -0.561
N -2.302 0.317 -1.119
B -1.329 0.146 -2.445
N -0.857 -1.363 -2.554
N 0.166 -1.757 -1.555
C 0.528 -2.995 -2.008
C -0.141 -3.373 -3.170
C -0.817 -2.197 -3.616
C -1.268 -1.794 -4.990
C 1.699 -3.638 -1.353
C 1.472 -3.914 0.045
C 2.827 -2.636 -1.549
C 2.080 -4.897 -2.136
N -0.164 1.175 -2.306
N 0.553 1.385 -1.051
C 1.371 2.431 -1.397
C 1.165 2.834 -2.727
C 0.225 1.945 -3.258
C -0.136 1.853 -4.655
C 2.484 3.042 -0.606
C 2.804 4.454 -1.096
C 2.225 2.985 0.878
C 3.770 2.253 -0.926
C -4.056 3.153 0.406
C -2.815 4.016 0.777
C -4.834 3.710 -0.775
C -4.902 2.786 1.662
H -4.555 -2.114 -0.715
H -2.780 -2.391 -0.697
H -3.721 -1.982 -2.219
H -5.272 0.381 0.189
H -2.066 0.310 -3.432
H 0.042 -4.249 -3.767
H -0.623 -1.028 -5.415
H -2.376 -1.494 -5.058
H -1.316 -2.721 -5.541
H 1.088 -3.055 0.575
H 2.385 -4.054 0.619
H 0.796 -4.782 0.275
H 2.601 -1.661 -1.002
H 3.006 -2.306 -2.615
H 3.807 -2.885 -1.208
H 1.271 -5.612 -2.121
H 3.002 -5.379 -1.748
H 2.232 -4.586 -3.146
H 1.688 3.575 -3.344
H -1.195 2.051 -4.873
H 0.043 0.823 -5.070
H 0.362 2.572 -5.285
H 1.963 5.119 -1.017
H 3.116 4.558 -2.167
H 3.585 4.918 -0.449
H 1.404 3.611 1.214
H 3.145 3.272 1.349
H 2.036 1.947 1.167
H 3.993 2.328 -2.056
H 3.734 1.150 -0.790
H 4.662 2.699 -0.427
H -1.986 3.995 0.044
H -2.409 3.616 1.669
H -3.101 5.058 0.967
H -4.366 3.729 -1.734
H -5.074 4.720 -0.563
H -5.771 3.154 -0.932
H -4.091 2.545 2.399
H -5.573 2.005 1.333
H -5.463 3.725 1.851
N -0.452 1.335 1.973
H 0.027 2.275 1.971
H -0.039 0.823 2.745
H -1.417 1.487 2.153
```